1.
# C4H14NO6

A 4-piece molecular cluster, C4H14NO6 overall at a distorted geometry (ωB97M-V with the def2-TZVPD basis set, the Open Molecules 2025 dataset).

Last column: natural (NBO) charge in e.
Cartesian coordinates (Å):
O 0.063 0.795 -1.450  -0.604
O 0.620 0.691 0.737  -0.890
O -2.756 2.037 0.209  -1.013
O 1.757 -1.691 1.722  -0.776
O -0.271 3.086 0.352  -0.995
O -0.987 -0.829 1.687  -1.004
N -0.129 -1.508 -1.576  -0.660
C -0.890 -0.218 -1.675  0.085
C 1.137 -2.177 0.484  -0.097
C 1.152 -1.269 -0.761  -0.139
C 1.072 0.278 -0.448  0.372
H -1.610 -0.388 -0.883  0.162
H 1.853 0.830 -0.867  0.132
H -0.109 2.796 -0.466  0.459
H 0.197 2.198 0.710  0.508
H 0.119 -2.385 0.773  0.211
H -2.630 1.049 0.508  0.464
H -1.784 2.342 0.251  0.495
H 0.098 -1.892 -2.482  0.347
H 1.624 -3.091 0.399  0.157
H -0.779 -0.731 2.639  0.464
H 1.575 -0.694 1.607  0.493
H 2.003 -1.523 -1.322  0.184
H -1.415 -0.077 -2.670  0.165
H -0.470 -0.265 1.172  0.480

Output
Energy above the lowest of the compared OMol25 structures with the same formula, charge and spin   384.4 kJ/mol
Charge   -1
HOMO level   -5.4 eV
LUMO energy   0.1320 hartree

2.
# C22H25N4O2SW

C22H25N4O2SW as an isolated structure (ωB97M-V with the def2-TZVPD basis set, the Open Molecules 2025 dataset).

Last column: natural (NBO) charge in e.
Cartesian coordinates (Å):
W 0.084 0.128 0.358  2.339
S -0.821 -0.572 4.812  0.473
O 1.770 0.219 1.181  -0.648
O -1.216 -0.981 -0.337  -0.646
N 1.184 -1.105 -0.949  -0.531
N 0.940 1.704 -1.063  -0.482
N -0.557 -0.325 2.084  -0.729
N -1.466 1.536 0.363  -0.541
C 2.349 -2.083 0.942  -0.268
C 2.965 -3.236 1.449  -0.078
C -5.297 -1.161 -0.915  -0.188
C -2.719 1.300 0.078  0.271
C -4.515 -2.310 -1.050  -0.069
C 0.478 1.445 -2.501  -0.227
C 0.038 0.030 -2.856  -0.445
C 3.538 -3.217 2.705  -0.195
C 2.359 -0.915 1.720  0.385
C -4.707 0.035 -0.564  -0.077
C 0.577 3.129 -0.676  -0.221
C 2.968 -0.863 2.947  -0.274
C 0.271 3.242 0.800  -0.462
C 1.890 -2.059 -0.412  0.272
C 2.451 1.662 -1.053  -0.409
C -2.571 -1.086 -0.497  0.395
C -1.162 2.826 1.056  -0.231
C 3.545 -2.034 3.440  -0.076
C -3.137 -2.288 -0.844  -0.258
C -0.669 -0.440 3.303  0.166
C 0.955 -1.094 -2.420  -0.245
C -3.320 0.087 -0.345  -0.244
H 2.800 2.378 -1.794  0.235
H 2.819 1.944 -0.072  0.238
H 4.018 -2.012 4.414  0.263
H 3.008 0.065 3.502  0.261
H 2.808 0.670 -1.306  0.219
H -4.987 -3.246 -1.323  0.265
H -6.364 -1.211 -1.083  0.271
H 4.002 -4.108 3.104  0.269
H -1.849 3.575 0.661  0.241
H -2.533 -3.179 -0.949  0.260
H 2.987 -4.137 0.848  0.251
H 1.406 3.767 -0.973  0.252
H -3.387 2.148 0.227  0.241
H 0.546 -2.060 -2.715  0.252
H -0.352 2.117 -2.698  0.237
H 0.407 4.267 1.145  0.298
H -5.303 0.933 -0.450  0.252
H -0.026 -0.007 -3.944  0.291
H -1.368 2.689 2.117  0.243
H -0.289 3.426 -1.262  0.225
H 1.937 -0.986 -2.886  0.242
H 1.306 1.759 -3.135  0.241
H -0.980 -0.147 -2.515  0.219
H 2.203 -2.878 -1.060  0.246
H 0.986 2.659 1.394  0.231

Output
Charge   +3
HOMO level   -18.1 eV
LUMO energy   -0.4310 hartree

3.
# C6H32N8O11

A 10-piece molecular cluster, C6H32N8O11 overall at a distorted geometry (ωB97M-V with the def2-TZVPD basis set, the Open Molecules 2025 dataset).

Last column: natural (NBO) charge in e.
Cartesian coordinates (Å):
O -1.129 -1.997 0.111  -0.996
O 2.042 -0.653 5.589  -0.698
O 1.448 3.220 -1.620  -0.978
O 1.443 -3.423 0.523  -0.742
O -2.341 1.542 -3.036  -1.360
O -3.646 -1.030 0.376  -0.734
O 2.764 -0.864 0.967  -0.762
O -0.498 -1.756 -3.358  -0.986
O -0.794 4.832 -1.892  -0.984
O 2.171 -0.029 -2.545  -0.707
O -0.323 1.232 1.309  -0.746
N -0.316 0.674 -0.807  -0.828
N 0.249 0.432 6.127  -0.817
N -4.288 0.551 -1.011  -0.878
N -1.527 2.338 -0.159  -0.857
N 3.633 -1.076 -3.846  -0.840
N -5.746 -0.686 -0.098  -0.836
N 3.557 -1.454 -1.683  -0.842
N 1.209 0.947 4.275  -0.812
C 2.125 -3.144 1.742  -0.083
C 2.091 -1.612 2.012  -0.106
C 1.183 0.144 5.315  0.742
C 2.976 -0.874 -2.742  0.733
C -0.730 1.391 0.191  0.746
C -4.504 -0.457 -0.245  0.684
H 0.054 4.419 -2.054  0.492
H 0.574 -3.023 0.601  0.501
H 0.273 -0.044 7.017  0.405
H -1.884 2.294 -1.103  0.410
H -0.141 -1.663 -4.242  0.447
H -0.524 1.032 5.878  0.383
H 3.085 -0.029 1.317  0.475
H 1.075 -1.217 2.031  0.203
H 3.285 -1.433 -0.711  0.448
H 0.355 1.481 4.203  0.386
H -1.077 4.478 -1.049  0.463
H 1.606 -3.723 2.506  0.171
H 1.786 2.381 -1.934  0.501
H -6.500 -0.191 -0.553  0.377
H -2.948 1.064 -3.601  0.387
H 1.836 3.325 -0.751  0.470
H -5.037 1.084 -1.429  0.343
H -3.327 0.817 -1.172  0.413
H 2.603 -1.325 2.931  0.178
H 4.283 -1.822 -4.047  0.384
H 1.943 0.961 3.581  0.409
H 0.433 0.015 -0.649  0.421
H 3.301 -0.670 -4.709  0.395
H 3.155 -3.500 1.756  0.169
H 4.412 -1.926 -1.941  0.350
H 0.121 -1.287 -2.799  0.478
H -0.674 0.840 -1.737  0.408
H -5.919 -1.558 0.381  0.394
H -1.833 2.088 -3.636  0.445
H -1.817 -1.369 0.334  0.516
H -1.559 -2.631 -0.463  0.475
H -1.994 2.884 0.551  0.392

Output
2S+1   2
Energy above the lowest of the compared OMol25 structures with the same formula, charge and spin   35.3 kJ/mol
Charge   -1
HOMO level (alpha / beta)   0.4 / -6.6 eV
LUMO energy (alpha / beta)   0.0899 / 0.0862 hartree
<S²>   0.75

4.
# C3H3N2S

C3H3N2S as an isolated structure at a distorted geometry (ωB97M-V with the def2-TZVPD basis set, the Open Molecules 2025 dataset).

Last column: natural (NBO) charge in e.
Cartesian coordinates (Å):
S 2.415 0.038 0.023  0.374
N -1.291 -1.162 0.141  -0.424
N 0.715 -0.022 0.043  -0.526
C -1.651 0.076 0.057  0.199
C -0.071 -1.139 -0.250  0.550
C -0.131 0.974 -0.018  0.141
H 2.583 -1.271 0.289  0.164
H -2.618 0.483 -0.162  0.258
H 0.049 2.022 -0.124  0.265

Output
Energy above the lowest of the compared OMol25 structures with the same formula, charge and spin   461.0 kJ/mol
Charge   +1
HOMO level (alpha / beta)   -15.2 / -14.8 eV
LUMO energy (alpha / beta)   -0.2700 / -0.2563 hartree